# 1
One molecule with the formula C3H5NO2, computed with ωB97M-V/def2-TZVPD.

Bonds (Å) are listed after each position.
Geometry (Å):
1 C -0.561 0.112 -1.354  N6 1.263, O8 1.344, H9 1.093
2 C 0.984 0.336 0.392  C3 1.517, H5 1.095, O8 1.423, H10 1.094
3 C 0.390 -0.635 1.395  C2 1.517, H7 1.107, O11 1.206
4 H -2.408 0.285 -1.008  N6 1.017
5 H 2.074 0.313 0.485  C2 1.095
6 N -1.512 0.234 -0.531  C1 1.263, H4 1.017
7 H 0.051 -1.610 0.994  C3 1.107
8 O 0.723 0.017 -0.970  C1 1.344, C2 1.423
9 H -0.623 0.072 -2.445  C1 1.093
10 H 0.619 1.340 0.631  C2 1.094
11 O 0.352 -0.372 2.571  C3 1.206

Summary:
LUMO energy   0.8 eV
2S+1   1
ΔE to the lowest compared entry with this formula, charge and spin   36.4 kcal per mole
Gap between HOMO and LUMO   10.6802 eV
HOMO level   -9.85 eV
Largest force on an atom   0.569 eV Å⁻¹
SMILES string   [H]/N=C/OCC=O

***

# 2
A 2-piece molecular cluster, C3H5NO2 overall, computed with ωB97M-V/def2-TZVPD.

Bonds (Å) are listed after each position.
Geometry (Å):
1 C -1.049 -0.174 -0.151  N2 1.428, H4 1.101, C5 1.460, H11 1.103
2 N -0.258 -1.279 0.285  C1 1.428, H10 1.021
3 C 1.639 -0.854 -0.293  O8 1.157
4 H -1.380 -0.149 -1.202  C1 1.101
5 C -0.111 0.908 0.130  C1 1.460, O6 1.305, H9 1.086
6 O 0.255 1.749 -0.798  C5 1.305, H7 0.969
7 H 0.984 2.316 -0.502  O6 0.969
8 O 2.381 -1.696 -0.011  C3 1.157
9 H 0.260 1.051 1.141  C5 1.086
10 H -0.789 -1.881 0.916  N2 1.021
11 H -1.931 0.009 0.485  C1 1.103

Summary:
LUMO energy (spin up / spin down)   -0.3 / -0.3 eV
2S+1   1
ΔE to the lowest compared entry with this formula, charge and spin   116.2 kcal per mole
Gap between HOMO and LUMO (spin up / spin down)   7.6482 / 7.6400 eV
HOMO level (spin up / spin down)   -7.91 / -7.91 eV
Largest force on an atom   1.268 eV Å⁻¹

***

# 3
One molecule with the formula C3H5NO2, computed with ωB97M-V/def2-TZVPD.

Bonds (Å) are listed after each position.
Geometry (Å):
1 O -1.629 0.889 1.514  C8 1.207
2 H -1.490 -1.392 -0.247  C10 1.094
3 O 0.294 -0.804 -0.955  C6 1.361, C10 1.417
4 H -1.292 1.311 -0.437  C8 1.109
5 H 0.897 0.882 0.808  N9 1.019
6 C 1.407 -0.042 -0.775  O3 1.361, N9 1.261, H11 1.090
7 H -0.245 -1.220 1.017  C10 1.098
8 C -1.227 0.601 0.413  O1 1.207, H4 1.109, C10 1.526
9 N 1.654 0.798 0.132  H5 1.019, C6 1.261
10 C -0.654 -0.778 0.099  H2 1.094, O3 1.417, H7 1.098, C8 1.526
11 H 2.128 -0.243 -1.567  C6 1.090

Summary:
LUMO energy   0.7 eV
2S+1   1
ΔE to the lowest compared entry with this formula, charge and spin   42.2 kcal per mole
Gap between HOMO and LUMO   11.0401 eV
HOMO level   -10.35 eV
Largest force on an atom   0.579 eV Å⁻¹
SMILES string   [H]/N=C\OCC=O

***

# 4
One molecule with the formula C3H5NO2, computed with ωB97M-V/def2-TZVPD.

Bonds (Å) are listed after each position.
Geometry (Å):
1 H 2.510 0.816 0.781  N5 1.016
2 H 2.092 0.060 -1.348  C3 1.093
3 C 1.401 0.000 -0.504  H2 1.093, N5 1.262, O8 1.348
4 C -0.748 -0.732 0.091  C7 1.522, O8 1.428, H9 1.096, H11 1.091
5 N 1.584 0.411 0.675  H1 1.016, C3 1.262
6 H -1.967 0.861 -0.875  C7 1.109
7 C -1.592 0.535 0.116  C4 1.522, H6 1.109, O10 1.203
8 O 0.267 -0.608 -0.906  C3 1.348, C4 1.428
9 H -1.367 -1.579 -0.223  C4 1.096
10 O -1.867 1.145 1.117  C7 1.203
11 H -0.314 -0.909 1.076  C4 1.091

Summary:
LUMO energy   0.8 eV
2S+1   1
ΔE to the lowest compared entry with this formula, charge and spin   39.1 kcal per mole
Gap between HOMO and LUMO   10.7518 eV
HOMO level   -9.91 eV
Largest force on an atom   0.514 eV Å⁻¹
SMILES string   [H]/N=C/OCC=O

***

# 5
One molecule with the formula C3H5NO2, computed with ωB97M-V/def2-TZVPD.

Bonds (Å) are listed after each position.
Geometry (Å):
1 H -1.274 1.169 1.185  N10 1.113
2 C 0.133 0.412 1.003  O9 1.391, N10 1.335
3 C -1.591 -0.196 -0.715  H4 1.091, H7 1.095, H8 1.094, N10 1.415
4 H -2.650 0.041 -0.825  C3 1.091
5 C 2.321 -0.145 0.309  O6 1.195, O9 1.374, H11 1.102
6 O 2.887 0.544 1.106  C5 1.195
7 H -1.463 -1.283 -0.711  C3 1.095
8 H -1.027 0.221 -1.555  C3 1.094
9 O 0.967 -0.223 0.088  C2 1.391, C5 1.374
10 N -1.107 0.290 0.523  H1 1.113, C2 1.335, C3 1.415
11 H 2.804 -0.828 -0.407  C5 1.102

Summary:
LUMO energy   0.8 eV
2S+1   1
ΔE to the lowest compared entry with this formula, charge and spin   81.2 kcal per mole
Gap between HOMO and LUMO   10.0935 eV
HOMO level   -9.27 eV
Largest force on an atom   6.060 eV Å⁻¹

***

# 6
One molecule with the formula C3H5NO2, computed with ωB97M-V/def2-TZVPD.

Bonds (Å) are listed after each position.
Geometry (Å):
1 C -0.144 -1.118 0.391  C2 1.554, C7 1.529, O8 1.352, H9 1.090
2 C 0.022 0.403 0.667  C1 1.554, N4 1.418, H6 1.084, C7 1.488
3 H 1.928 1.393 -1.542  O10 0.972
4 N 1.228 0.526 -0.070  C2 1.418, O10 1.362
5 H -2.110 -0.090 0.498  C7 1.083
6 H 0.032 0.840 1.659  C2 1.084
7 C -1.181 -0.087 -0.059  C1 1.529, C2 1.488, H5 1.083, H11 1.083
8 O 0.950 -1.392 -0.356  C1 1.352
9 H -0.474 -1.840 1.137  C1 1.090
10 O 1.027 1.243 -1.210  H3 0.972, N4 1.362
11 H -1.278 0.123 -1.116  C7 1.083

Summary:
LUMO energy (spin up / spin down)   -0.3 / -0.6 eV
2S+1   1
ΔE to the lowest compared entry with this formula, charge and spin   155.9 kcal per mole
Gap between HOMO and LUMO (spin up / spin down)   8.5874 / 7.7800 eV
HOMO level (spin up / spin down)   -8.85 / -8.42 eV
Largest force on an atom   2.752 eV Å⁻¹